{
  "formula": "C46H62BN2O",
  "method": "ωB97M-V/def2-TZVPD",
  "elements": ["O", "N", "N", "C", "C", "C", "C", "C", "C", "C", "C", "C", "C", "C", "C", "C", "C", "C", "C", "C", "C", "C", "C", "C", "C", "C", "C", "C", "C", "C", "C", "C", "C", "C", "C", "C", "C", "C", "C", "C", "C", "C", "C", "C", "C", "C", "C", "C", "C", "B", "H", "H", "H", "H", "H", "H", "H", "H", "H", "H", "H", "H", "H", "H", "H", "H", "H", "H", "H", "H", "H", "H", "H", "H", "H", "H", "H", "H", "H", "H", "H", "H", "H", "H", "H", "H", "H", "H", "H", "H", "H", "H", "H", "H", "H", "H", "H", "H", "H", "H", "H", "H", "H", "H", "H", "H", "H", "H", "H", "H", "H", "H"],
  "coordinates": [[5.427833, -4.483007, 3.745437], [-0.617601, 2.652380, -0.661662], [-0.846563, 0.572317, -1.302209], [-4.141647, -0.630456, -2.092489], [3.899133, -2.720124, 3.928212], [-1.430245, -3.545590, 1.607537], [5.803845, -5.765128, 3.116506], [-0.691181, -3.618470, -2.073372], [2.750863, -2.155956, 3.405708], [-0.466662, 5.723826, -2.783975], [-0.161602, -5.966710, 0.992559], [1.630804, 5.551583, 0.011013], [1.148771, 3.802556, -3.126054], [0.785397, 4.763100, -0.783450], [0.451240, -1.481073, -1.780029], [-2.621270, 5.601295, 2.212859], [-4.194661, -2.219573, -0.183142], [0.671315, -2.111104, 1.831079], [-1.792099, 3.419390, 3.082687], [-2.201936, -4.724412, 1.452685], [2.192134, -2.561604, 2.156499], [0.479451, -2.893276, -1.879272], [-0.624691, 4.385832, 1.190297], [-1.546987, 1.356096, -2.196928], [4.270892, -3.779265, 1.725779], [-3.042953, 3.503150, 0.940932], [-1.913738, -2.945135, -1.922965], [0.259428, 5.194152, 1.920600], [0.825242, 5.039102, -2.316778], [-3.348307, -1.140464, -0.876071], [-1.456229, 2.628918, -1.778631], [-1.997534, -1.661079, -1.377520], [-0.033535, -3.541054, 1.557553], [1.716550, 0.578990, -2.819522], [1.417782, 5.738303, 1.368918], [1.956541, 6.008307, -2.724905], [0.576646, -4.804058, 1.258945], [-0.262569, 1.358586, -0.323047], [2.605735, -0.477103, -0.743023], [-0.791328, -0.871574, -1.443749], [2.806830, -1.610171, -2.820481], [-3.221011, -0.091143, 0.218280], [-1.570639, -5.931603, 1.065271], [1.828902, -0.731816, -2.026251], [3.068533, -3.247810, 1.290126], [-0.127251, 3.878093, -0.072671], [-2.381882, -7.099020, 0.599910], [-2.040834, 4.229109, 1.841716], [4.561691, -3.659536, 3.111555], [0.137340, 0.698137, 1.026188], [3.713592, -1.037164, -3.075051], [-3.706958, -2.609351, 0.714851], [-2.726677, 6.194722, 1.303505], [-3.273992, -4.714235, 1.686103], [-2.724734, 2.464695, 0.722592], [2.163319, -1.485573, 4.060542], [-1.189067, 3.933603, 3.817969], [0.284472, -1.941388, 2.861486], [1.395296, 4.065208, -4.161560], [-5.129168, -1.759837, 0.134922], [3.600680, -0.050792, -0.957064], [-1.913664, -2.618075, 1.914522], [-2.705340, 3.164928, 3.597034], [-4.218375, 0.095109, 0.633737], [1.842188, 6.999076, -2.271741], [-1.374849, 5.240708, -2.424679], [2.732084, 0.936251, -3.075787], [1.937605, 6.187555, -3.813293], [-2.052371, 1.010121, -3.069051], [-2.851795, 0.871853, -0.094707], [3.169121, -2.487385, -2.266688], [2.796383, -3.479165, 0.266958], [-3.269247, -7.191589, 1.213363], [-2.603201, -0.429949, 1.040906], [0.351637, 3.072719, -3.186081], [-3.654978, 0.237679, -2.556871], [-0.661367, -4.670343, -2.405854], [-2.003670, 6.143559, 2.939868], [6.473775, -6.271694, 3.779837], [4.269970, -2.482455, 4.923846], [1.422608, -3.452421, -1.834901], [-4.210232, -1.428873, -2.853919], [-2.707658, -7.005226, -0.441045], [6.299595, -5.611954, 2.185323], [4.904493, -4.419513, 1.077016], [-3.192381, 4.095835, 0.017052], [0.554858, -1.217606, 1.172841], [1.243889, 1.360360, -2.229876], [2.507815, 5.992024, -0.471224], [-5.158009, -0.336128, -1.801200], [0.385449, -6.928131, 0.811323], [-3.625018, 5.467389, 2.620269], [2.730219, -1.377994, -0.130689], [-1.273158, 2.489179, 2.878977], [1.140580, 0.427835, -3.742994], [-0.840084, 0.668433, 1.852411], [-1.934506, 3.523794, -2.084826], [-0.478166, 6.748515, -2.401516], [-4.003063, 3.497767, 1.484088], [2.080752, 6.375995, 1.955220], [1.296501, 1.110614, 1.228865], [2.068639, 0.252877, -0.161656], [2.022815, 3.282646, -2.738262], [-0.511458, 5.792314, -3.882658], [2.948038, 5.614218, -2.468502], [2.373953, -1.963637, -3.757182], [1.667580, -4.976707, 1.371552], [0.053743, 5.378100, 2.954318], [-1.833919, -8.036956, 0.662168], [4.959483, -6.408091, 2.949579], [-4.449284, -3.067669, -0.826318], [-2.862653, -3.451689, -2.198495]],
  "forces_ev_per_angstrom": [[0.82, -1.12, -0.34], [-0.31, -0.78, -0.18], [0.19, 0.66, 0.33], [-0.09, 0.04, -0.24], [0.21, -0.28, -1.02], [-0.25, -0.84, 0.59], [-0.45, 1.45, 0.53], [-0.43, 0.62, -0.23], [-1.28, -0.22, -0.09], [-0.19, 0.22, 0.12], [-0.26, 0.49, 0.41], [0.00, 0.08, -0.26], [0.02, -0.74, -0.70], [0.12, -0.60, 0.36], [0.64, 0.10, 0.39], [0.24, 0.00, -0.35], [0.03, -0.64, -0.18], [2.27, -4.25, 2.35], [-0.14, -0.58, 0.93], [1.13, 0.07, -0.05], [0.10, 2.16, -0.06], [-0.10, 0.00, 0.03], [0.54, -0.40, -0.59], [0.28, 0.50, 0.33], [0.22, -0.45, 1.26], [-0.03, 0.27, 0.05], [-0.42, -0.64, 0.13], [0.57, 0.34, -0.72], [0.83, -0.30, -0.31], [-0.23, -0.03, -0.17], [0.74, -0.54, 0.98], [0.98, 0.61, -0.43], [-0.43, 0.45, -1.56], [-0.14, -0.14, 0.07], [-0.43, -0.51, 0.06], [0.17, 0.54, 0.19], [0.65, 0.12, 0.66], [-2.86, -0.52, -2.93], [-0.15, 0.25, 0.42], [0.33, -1.29, -0.06], [0.20, -0.54, -0.61], [-0.47, 0.51, 0.11], [0.26, 0.85, -0.50], [0.48, -0.61, -0.18], [-0.59, 0.27, 0.06], [-0.26, 2.51, 0.84], [-0.14, -0.34, 0.27], [1.09, -0.81, -0.45], [0.08, -0.50, -0.41], [0.64, 2.98, 1.98], [-0.42, -0.05, 0.14], [-0.03, 0.08, -0.26], [0.06, 0.21, 0.07], [0.41, 0.03, -0.42], [-0.36, 0.83, 0.15], [0.33, -0.37, -0.48], [0.21, 0.30, 0.10], [0.10, 0.83, -0.91], [-0.14, 0.08, 0.14], [-0.08, -0.02, -0.07], [-0.36, -0.21, 0.00], [-0.08, -0.17, -0.13], [-0.56, -0.10, 0.13], [0.15, 0.01, -0.06], [0.07, -0.17, 0.08], [0.05, 0.10, -0.09], [-0.52, -0.22, 0.06], [-0.12, -0.30, 0.40], [0.09, -0.45, -0.17], [0.04, 0.07, -0.27], [-0.22, 0.23, -0.05], [-0.21, 0.17, 0.00], [-0.32, -0.13, 0.06], [0.18, -0.23, 0.14], [-0.13, -0.02, 0.01], [-0.41, -0.37, 0.18], [-0.02, 0.66, 0.42], [-0.22, -0.14, -0.25], [0.34, 0.07, 0.57], [-0.16, -0.24, -0.23], [-0.40, 0.51, -0.43], [-0.05, 0.35, 0.31], [0.08, 0.23, 0.11], [0.46, 0.26, -0.68], [-0.66, 0.62, 0.51], [0.02, -0.50, 0.25], [-0.16, -0.74, -0.29], [0.09, -0.05, -0.16], [-0.62, 0.17, 0.27], [0.19, -0.06, -0.05], [-0.67, 1.04, 0.07], [0.08, -0.04, 0.13], [0.00, 0.32, -0.29], [0.04, -0.22, -0.18], [0.17, 0.13, 0.12], [1.65, -0.74, -1.12], [-0.05, 0.30, -0.44], [-0.12, -0.08, 0.01], [0.27, -0.24, -0.34], [-0.12, -0.37, -0.10], [-1.15, -1.10, 0.87], [0.18, 0.21, 0.33], [0.08, 0.13, 0.14], [0.11, -0.16, 0.35], [-0.18, 0.07, -0.11], [-0.01, -0.05, -0.07], [-1.01, 0.46, -0.32], [-0.32, 0.35, 0.29], [0.10, -0.02, 0.09], [-0.74, -0.03, 0.01], [0.08, 0.12, 0.06], [0.80, 0.20, 0.57]],
  "largest_force_ev_per_a": 5.36,
  "charge": 1,
  "e_lumo_ev": -3.7983,
  "homo_ev": -10.12,
  "orbital_gap_ha": 0.2325
}

{
  "formula": "C3H4N2O",
  "method": "ωB97M-V/def2-TZVPD",
  "elements": ["O", "N", "N", "C", "C", "C", "H", "H", "H", "H"],
  "coordinates": [[1.328355, -0.777785, 2.559702], [-0.134475, -1.000265, 0.855431], [0.348448, 1.177778, -0.268657], [0.739340, -0.369866, 1.576201], [1.032588, 0.978234, 0.751996], [-0.420093, 0.313577, -0.879096], [-1.388260, 0.711865, -1.135762], [-0.724041, -1.756392, 1.251162], [0.181496, -0.506751, -1.377212], [1.870877, 1.721555, 1.055970]],
  "forces_ev_per_angstrom": [[0.71, 1.14, 0.77], [-2.77, -0.39, -1.58], [1.02, 1.30, -0.52], [-0.13, -0.22, -1.17], [2.02, 0.72, 1.96], [1.56, -2.26, 1.51], [-0.50, -0.80, -0.09], [1.03, 0.71, -0.43], [-1.39, 1.16, -0.02], [-1.56, -1.36, -0.42]],
  "relative_energy_kcal_mol": 82.5,
  "largest_force_ev_per_a": 3.22,
  "e_lumo_ev": -0.5563,
  "homo_ev": -8.89,
  "orbital_gap_ha": 0.3062
}

{
  "formula": "C20H18O7",
  "method": "ωB97M-V/def2-TZVPD",
  "elements": ["O", "O", "O", "O", "O", "O", "O", "C", "C", "C", "C", "C", "C", "C", "C", "C", "C", "C", "C", "C", "C", "C", "C", "C", "C", "C", "C", "H", "H", "H", "H", "H", "H", "H", "H", "H", "H", "H", "H", "H", "H", "H", "H", "H", "H"],
  "coordinates": [[3.994000, -1.049838, 1.443670], [2.422219, 2.526728, 2.545600], [-0.232925, 3.121663, 1.964268], [-3.526677, -6.260537, 0.332466], [-5.143928, -3.120092, -3.062457], [-3.836865, -0.730615, -2.876197], [-1.650781, -1.874944, 0.223389], [4.416791, 1.126743, 2.093408], [1.670769, 1.667865, 1.700029], [3.707092, 2.070794, 3.066237], [-3.240401, -2.551676, -1.488675], [3.557070, 0.097423, 1.530144], [-4.350221, -4.749234, -1.368346], [-3.080477, -1.202049, -1.981812], [-0.990864, -0.881266, -0.567709], [-4.230203, -3.510322, -2.043371], [4.312060, 3.402688, 3.311915], [-3.492296, -5.058662, -0.294431], [-2.187745, -0.182822, -1.142798], [1.214510, -0.419865, 0.480771], [-2.473325, -2.759327, -0.334454], [2.200541, 0.502652, 1.082654], [-0.049755, 0.033494, 0.159411], [-2.669484, -4.034380, 0.204691], [0.381420, 2.014548, 1.397271], [3.457817, 1.389167, 4.420826], [-0.503136, 1.201547, 0.711448], [2.927267, 0.489295, 4.172769], [5.254009, 0.606164, 2.581416], [-4.943629, -5.583287, -1.791889], [4.343907, 1.031557, 4.995959], [-1.595633, 1.571990, 0.592663], [4.846892, 1.806011, 1.276588], [-1.898681, 0.793576, -1.658915], [-2.888552, -6.195172, 1.080884], [2.838837, 2.022141, 5.091324], [5.325121, 3.208465, 3.831971], [-0.511222, -1.317115, -1.396724], [0.393442, 3.567705, 2.542036], [1.446026, -1.442171, 0.215887], [-5.139895, -2.151562, -2.999645], [-2.849755, 0.127178, -0.357476], [3.826702, 3.931810, 4.234528], [4.480149, 3.963010, 2.410082], [-2.081500, -4.225551, 1.078940]],
  "forces_ev_per_angstrom": [[-0.84, 1.00, -0.15], [-1.84, -1.72, -1.80], [0.60, -0.26, -0.25], [0.54, 0.44, 0.28], [2.01, -1.28, 2.38], [1.66, -0.86, 1.57], [1.38, -0.95, 1.82], [1.61, 2.63, -0.04], [2.55, -0.14, -0.16], [-0.83, 0.22, 1.16], [-0.35, 0.83, -1.16], [-0.24, -2.46, -1.05], [0.19, -0.63, -1.55], [-2.23, 2.76, -1.60], [-2.22, 0.97, -0.33], [-0.12, 0.85, 1.14], [2.79, 0.26, 3.51], [0.02, 2.27, -0.14], [-0.16, 0.82, -2.19], [2.07, 1.82, 0.04], [-1.74, -2.78, -1.40], [-2.32, -1.47, 1.05], [-0.20, -1.72, 1.06], [0.94, -0.07, 1.04], [-2.53, 1.33, 1.27], [-0.14, -0.25, 0.31], [-1.31, 1.68, -0.51], [-0.65, -0.62, 0.27], [-0.22, 0.39, -0.11], [0.05, 0.88, 0.34], [-0.27, 0.63, -0.74], [2.19, -0.64, 0.29], [-0.54, -1.12, 0.72], [-0.62, -1.58, -0.05], [-0.69, -0.27, -0.72], [0.35, -0.38, -0.54], [-0.99, 0.26, -1.18], [1.07, -1.10, -0.84], [0.20, 0.08, 0.06], [0.61, 0.12, -0.08], [0.33, 0.38, -0.53], [-0.40, 0.09, 0.66], [0.19, -0.58, -2.32], [-0.20, 0.58, -0.10], [0.31, -0.38, 0.56]],
  "smiles": "CC1(C)CC(=O)c2cc([C@@H]3CC(=O)c4c(O)cc(O)cc4O3)cc(O)c2O1",
  "relative_energy_kcal_mol": 18.1,
  "largest_force_ev_per_a": 4.49,
  "e_lumo_ev": -0.3943,
  "homo_ev": -8.80,
  "orbital_gap_ha": 0.3088
}

{
  "formula": "C5H10N2O2",
  "method": "ωB97M-V/def2-TZVPD",
  "elements": ["O", "O", "N", "N", "C", "C", "C", "C", "C", "H", "H", "H", "H", "H", "H", "H", "H", "H", "H"],
  "coordinates": [[1.035392, -0.782560, -1.635633], [-0.445874, 0.971800, 1.200022], [1.526667, 2.161765, 0.488475], [1.965470, 1.373464, -0.211183], [-1.213866, 1.075930, -1.116754], [1.043143, -0.450935, -0.486040], [1.702052, -1.239544, 0.621757], [-0.759216, 0.311483, 0.105163], [-1.496334, -0.990071, 0.351147], [0.131230, 1.949960, 1.018398], [-2.538247, -0.746812, 0.583175], [1.239658, -2.225998, 0.684987], [-1.085769, -1.505398, 1.217043], [-2.277261, 1.311739, -1.027740], [1.573628, -0.731564, 1.577041], [-0.669924, 2.011493, -1.227898], [-1.035771, 0.486420, -2.014916], [-1.458135, -1.630464, -0.526949], [2.763156, -1.350710, 0.399906]],
  "forces_ev_per_angstrom": [[0.68, 0.00, -0.36], [0.39, 4.07, 1.61], [2.95, -3.05, -3.41], [-1.49, 4.50, 3.22], [-0.09, -0.04, 0.37], [-3.61, -1.42, 0.01], [0.39, 0.44, 0.13], [2.95, -0.93, -2.24], [0.16, 0.46, 0.37], [-2.43, -3.89, 0.46], [-0.01, -0.07, -0.06], [0.02, 0.08, -0.16], [0.05, -0.07, -0.01], [-0.04, 0.00, -0.09], [0.04, -0.03, 0.03], [0.06, 0.11, 0.06], [-0.07, -0.08, 0.05], [0.01, 0.04, -0.02], [0.03, -0.13, 0.06]],
  "relative_energy_kcal_mol": 83.0,
  "largest_force_ev_per_a": 5.73,
  "e_lumo_ev": [-0.2549, -0.2555],
  "homo_ev": [-7.52, -7.52],
  "orbital_gap_ha": [0.2668, 0.2668]
}